Below is 17 unconnected molecules or ions with the total composition C63H153N7O17, with properties calculated with wB97M-V/def2-TZVPD.

CARTESIAN COORDINATES (ANGSTROEM)
O  -0.45  -0.49  -0.19
H  -1.00  -1.16  -0.56
H  -0.91  0.30  0.14
O  -1.19  -0.36  3.41
H  -0.47  -0.85  2.97
H  -1.02  -0.36  4.34
O  -4.18  -1.02  0.04
H  -3.61  -0.28  0.38
H  -4.45  -1.55  0.80
O  1.89  0.32  -1.41
H  1.03  -0.01  -1.04
H  2.48  -0.41  -1.45
O  3.84  -0.70  1.91
H  4.24  0.12  1.70
H  4.07  -1.31  1.19
O  -4.02  -1.15  3.15
H  -3.06  -1.12  3.25
H  -4.33  -1.95  3.57
O  1.75  1.54  -4.23
H  2.44  2.08  -3.75
H  1.41  1.08  -3.46
O  -2.45  -2.16  -1.71
H  -3.04  -1.77  -1.04
H  -2.53  -1.58  -2.45
O  1.05  -1.74  2.02
H  0.75  -1.46  1.13
H  1.94  -1.37  2.16
O  3.13  2.52  -1.17
H  3.81  2.57  -0.50
H  2.61  1.73  -1.12
C  -3.87  -3.73  -4.58
C  -3.29  -2.63  -5.52
C  -4.41  -1.67  -5.92
C  -3.98  -0.37  -6.60
C  -2.96  0.32  -5.73
C  -1.83  -0.64  -5.29
N  -2.38  -1.84  -4.62
O  -1.30  -2.65  -4.26
C  -0.85  -1.00  -6.41
C  -1.14  0.15  -4.16
C  -2.74  -3.28  -6.83
H  -4.39  -3.24  -3.70
H  -3.11  -4.44  -4.29
H  -4.62  -4.31  -5.07
H  -5.10  -2.23  -6.54
H  -5.07  -1.46  -5.01
H  -4.84  0.25  -6.75
H  -3.51  -0.62  -7.52
H  -3.39  0.69  -4.80
H  -2.42  1.13  -6.32
H  -0.20  -0.12  -6.71
H  -0.32  -1.87  -6.12
H  -1.41  -1.23  -7.32
H  -1.91  0.46  -3.41
H  -0.28  -0.36  -3.62
H  -0.72  1.07  -4.50
H  -2.97  -2.69  -7.69
H  -3.29  -4.13  -7.08
H  -1.68  -3.45  -6.76
H  -1.56  -3.06  -3.42
C  4.46  4.60  3.28
C  3.96  3.90  2.02
C  3.31  4.90  1.07
C  4.43  5.86  0.45
C  5.38  4.95  -0.26
C  6.08  3.85  0.62
N  4.99  3.10  1.26
O  5.53  1.99  2.07
C  6.61  2.89  -0.36
C  7.19  4.34  1.58
C  2.87  2.92  2.43
H  5.02  5.52  3.05
H  5.09  3.93  3.89
H  3.57  4.82  3.86
H  2.71  4.39  0.32
H  2.57  5.47  1.64
H  4.96  6.48  1.28
H  3.99  6.48  -0.30
H  6.19  5.49  -0.79
H  4.77  4.42  -1.05
H  5.87  2.82  -1.20
H  7.53  3.30  -0.85
H  6.86  1.94  0.16
H  7.61  3.47  2.07
H  7.92  4.85  0.91
H  6.90  5.03  2.37
H  2.16  3.34  3.13
H  3.28  2.06  2.98
H  2.43  2.43  1.55
H  5.83  2.33  2.93
C  -3.23  -5.31  -1.10
C  -2.05  -6.31  -1.21
C  -1.00  -5.95  -2.37
C  -0.16  -4.81  -1.85
C  0.65  -5.26  -0.66
C  -0.32  -5.62  0.49
N  -1.29  -6.61  -0.04
O  -2.17  -6.87  1.07
C  0.60  -6.30  1.57
C  -0.96  -4.42  1.17
C  -2.70  -7.63  -1.66
H  -3.70  -5.31  -2.05
H  -3.09  -4.32  -0.77
H  -4.02  -5.72  -0.42
H  -0.32  -6.82  -2.63
H  -1.49  -5.64  -3.29
H  -0.82  -3.92  -1.72
H  0.50  -4.51  -2.61
H  1.35  -4.56  -0.27
H  1.14  -6.19  -0.90
H  1.45  -5.60  1.68
H  0.11  -6.41  2.53
H  0.98  -7.24  1.21
H  -0.28  -3.58  1.43
H  -1.75  -3.96  0.59
H  -1.36  -4.80  2.14
H  -3.15  -7.66  -2.63
H  -3.50  -8.02  -1.02
H  -2.00  -8.46  -1.66
H  -2.10  -7.80  1.23
C  5.40  -0.49  -1.15
C  5.66  -1.97  -0.98
C  7.08  -2.10  -0.37
C  7.28  -3.48  0.22
C  6.16  -3.75  1.19
C  4.82  -3.86  0.54
N  4.58  -2.51  -0.06
O  3.33  -2.37  -0.68
C  4.70  -5.02  -0.47
C  3.66  -3.98  1.56
C  5.63  -2.47  -2.44
H  5.60  0.14  -0.26
H  4.39  -0.33  -1.62
H  6.26  -0.25  -1.85
H  7.75  -1.84  -1.15
H  7.21  -1.28  0.34
H  8.19  -3.61  0.72
H  7.41  -4.18  -0.63
H  6.08  -2.98  1.96
H  6.37  -4.70  1.70
H  5.36  -4.99  -1.33
H  5.12  -5.91  0.00
H  3.74  -5.16  -0.84
H  3.82  -3.33  2.45
H  2.77  -3.68  1.02
H  3.49  -4.99  1.91
H  5.91  -3.51  -2.63
H  6.28  -1.83  -3.03
H  4.65  -2.24  -2.80
H  3.28  -2.97  -1.42
C  -2.01  3.49  -3.56
C  -2.72  4.78  -3.93
C  -3.12  4.76  -5.43
C  -4.42  3.97  -5.68
C  -5.60  4.35  -4.81
C  -5.18  4.24  -3.35
N  -3.98  5.01  -3.15
O  -3.59  5.13  -1.79
C  -6.23  4.93  -2.45
C  -5.20  2.74  -2.88
C  -1.78  5.99  -3.71
H  -2.34  2.96  -2.69
H  -0.91  3.57  -3.36
H  -2.06  2.78  -4.38
H  -3.19  5.83  -5.73
H  -2.26  4.40  -5.98
H  -4.13  2.95  -5.44
H  -4.75  3.99  -6.71
H  -6.53  3.84  -5.02
H  -5.78  5.44  -4.94
H  -6.03  4.69  -1.43
H  -6.19  6.01  -2.59
H  -7.24  4.52  -2.66
H  -4.88  2.58  -1.86
H  -6.23  2.40  -3.04
H  -4.66  2.06  -3.51
H  -2.26  6.89  -3.93
H  -0.92  5.92  -4.38
H  -1.41  6.02  -2.68
H  -3.56  4.21  -1.44
C  -0.08  -3.10  5.24
C  0.30  -1.95  6.20
C  1.59  -1.32  5.56
C  1.92  0.01  6.29
C  0.68  0.98  6.16
C  -0.61  0.41  6.72
N  -0.82  -0.99  6.11
O  -1.95  -1.62  6.80
C  -0.51  0.46  8.23
C  -1.80  1.20  6.27
C  0.55  -2.46  7.69
H  -0.81  -3.75  5.70
H  0.80  -3.67  5.00
H  -0.48  -2.56  4.37
H  2.37  -2.01  5.51
H  1.31  -1.18  4.51
H  2.83  0.39  5.87
H  2.12  -0.21  7.36
H  0.66  1.21  5.12
H  0.96  1.82  6.73
H  -0.58  1.54  8.45
H  -1.35  -0.07  8.74
H  0.48  0.10  8.66
H  -2.76  0.73  6.62
H  -1.61  2.14  6.74
H  -1.79  1.37  5.21
H  1.47  -2.12  8.24
H  0.58  -3.53  7.63
H  -0.26  -2.27  8.42
H  -2.69  -1.65  6.14
C  -0.38  2.87  0.36
C  -1.36  3.15  1.51
C  -1.81  4.70  1.44
C  -3.05  5.04  2.19
C  -4.20  4.12  1.84
C  -3.90  2.70  2.09
N  -2.71  2.40  1.24
O  -2.45  1.03  1.19
C  -3.80  2.39  3.61
C  -5.00  1.94  1.47
C  -0.70  2.83  2.87
H  -0.82  2.85  -0.65
H  0.07  1.92  0.61
H  0.40  3.56  0.52
H  -0.90  5.22  1.66
H  -1.87  4.81  0.36
H  -3.43  6.01  1.82
H  -2.99  5.21  3.27
H  -4.44  4.18  0.75
H  -5.00  4.42  2.56
H  -4.70  2.51  4.15
H  -3.43  1.36  3.82
H  -3.14  3.11  4.11
H  -4.98  0.93  1.77
H  -6.02  2.32  1.78
H  -4.82  1.78  0.39
H  -0.19  1.87  2.91
H  -1.40  2.92  3.69
H  0.08  3.58  3.04
H  -2.04  0.81  2.05

Computed properties:
ΔE to the lowest compared entry with this formula, charge and spin (kJ/mol): 177.23
Electronic energy (eV): -113043.632
HOMO energy (eV): -8.199

Mulliken atomic charge list, values in e, 8 entries: 1.1666 -0.6859 -0.1119 2.8939 -1.0595 -0.7419 -0.6313 0.2252